Computed, not measured: 13 unconnected molecules or ions with the total composition C40H111N5O13 at a distorted geometry, with ωB97M-V/def2-TZVPD.

Results
- total charge = 0
- ΔE to the lowest compared entry with this formula, charge and spin (eV) = 0.000
- 2S+1 = 1

Geometry as XYZ:
```
169
C40H111N5O13 ωB97M-V/def2-TZVPD
C 9.506 16.713 8.403
C 8.222 17.492 8.325
O 7.423 17.247 9.496
H 10.025 17.008 9.318
H 10.161 16.969 7.570
H 9.296 15.646 8.331
H 7.668 17.251 7.428
H 8.459 18.553 8.227
H 6.615 17.711 9.284
C 8.340 17.310 12.732
C 7.600 16.012 12.594
O 8.156 15.280 11.484
H 7.826 17.908 13.486
H 8.359 17.813 11.755
H 9.383 17.148 13.005
H 6.544 16.163 12.418
H 7.727 15.390 13.483
H 7.951 15.800 10.712
C 10.631 19.097 15.179
C 11.180 17.980 16.010
O 11.125 18.254 17.414
H 11.093 20.057 15.269
H 9.543 19.161 15.317
H 10.783 18.757 14.151
H 12.217 17.790 15.699
H 10.650 17.045 15.784
H 11.564 17.506 17.833
C 13.168 9.489 14.078
C 14.558 9.351 13.368
O 14.814 7.989 13.590
H 12.380 8.880 13.624
H 12.742 10.503 14.047
H 13.248 9.195 15.134
H 15.364 9.931 13.837
H 14.490 9.660 12.339
H 15.391 7.704 12.875
C 10.862 10.395 10.983
C 10.728 11.853 11.399
C 11.484 12.830 10.514
O 10.893 12.773 9.217
C 11.573 13.700 8.372
N 9.303 12.168 11.602
H 10.170 9.848 11.639
H 11.893 10.078 11.127
H 10.574 10.142 9.959
H 11.257 12.004 12.345
H 12.509 12.464 10.439
H 11.427 13.840 10.902
H 11.534 14.673 8.878
H 11.037 13.766 7.433
H 12.594 13.363 8.182
H 8.782 11.875 10.788
H 9.165 13.180 11.647
C 18.469 11.658 12.705
C 18.002 12.423 11.450
C 18.358 13.900 11.428
O 17.851 14.501 12.579
C 18.073 15.882 12.578
N 18.502 11.799 10.168
H 17.989 12.083 13.579
H 19.557 11.663 12.834
H 18.134 10.638 12.614
H 16.909 12.379 11.405
H 17.803 14.289 10.556
H 19.414 14.101 11.250
H 19.143 16.116 12.692
H 17.628 16.345 13.446
H 17.760 16.318 11.637
H 18.227 12.424 9.411
H 19.509 11.871 10.188
C 10.173 20.574 11.209
C 11.388 20.477 10.294
C 11.093 21.240 8.981
O 10.214 20.434 8.202
C 9.744 21.114 7.048
N 12.563 21.041 11.059
H 10.142 21.557 11.671
H 10.247 19.886 12.049
H 9.242 20.351 10.676
H 11.569 19.415 10.088
H 12.021 21.395 8.427
H 10.640 22.197 9.291
H 9.080 20.417 6.531
H 10.574 21.312 6.365
H 9.330 22.111 7.227
H 12.395 22.033 11.196
H 13.388 21.092 10.483
C 16.737 14.457 16.135
C 15.340 15.019 16.010
C 14.381 14.191 16.896
O 12.974 14.548 16.743
C 12.412 14.407 15.441
N 15.325 16.421 16.477
H 17.392 14.823 15.334
H 16.752 13.360 16.210
H 17.141 14.759 17.092
H 15.022 14.874 14.972
H 14.687 14.389 17.929
H 14.401 13.149 16.566
H 11.339 14.600 15.588
H 12.625 13.395 15.070
H 12.907 15.124 14.792
H 15.677 17.069 15.771
H 14.327 16.615 16.509
C 12.040 16.746 11.471
C 13.319 16.842 12.293
C 14.281 15.653 11.961
O 13.659 14.482 12.415
C 14.531 13.336 12.362
N 13.942 18.179 12.068
H 11.349 17.583 11.638
H 11.464 15.870 11.666
H 12.304 16.751 10.404
H 13.133 16.718 13.373
H 15.240 15.754 12.487
H 14.484 15.496 10.901
H 13.928 12.534 12.802
H 15.448 13.651 12.900
H 14.715 13.079 11.296
H 13.262 18.912 12.038
H 14.434 18.136 11.186
C 15.011 8.513 8.340
C 15.872 9.744 8.700
C 15.161 11.020 8.344
O 16.144 9.873 10.101
H 14.749 8.613 7.298
H 14.065 8.532 8.869
H 15.465 7.521 8.490
H 16.839 9.662 8.187
H 14.158 10.942 8.776
H 15.100 11.169 7.274
H 15.735 11.848 8.749
H 17.058 10.241 10.156
C 17.208 19.597 11.221
C 16.170 20.708 11.091
C 16.826 22.096 11.386
O 15.592 20.687 9.761
H 17.578 19.476 12.224
H 18.082 19.794 10.594
H 16.714 18.650 10.941
H 15.403 20.567 11.855
H 16.095 22.916 11.411
H 17.606 22.254 10.642
H 17.350 22.011 12.343
H 15.622 19.759 9.506
C 15.194 19.115 6.710
C 14.108 18.737 7.696
C 13.025 17.820 7.134
O 14.777 18.114 8.786
H 15.771 18.222 6.473
H 15.838 19.850 7.174
H 14.820 19.465 5.741
H 13.676 19.656 8.101
H 13.468 17.074 6.478
H 12.360 18.421 6.511
H 12.388 17.448 7.935
H 15.295 17.370 8.495
C 14.560 19.944 16.681
C 14.542 20.048 15.169
C 15.283 21.282 14.644
O 15.098 18.864 14.579
H 13.795 19.249 17.060
H 14.351 20.928 17.101
H 15.542 19.593 17.007
H 13.476 20.104 14.894
H 15.069 21.438 13.594
H 16.369 21.183 14.743
H 14.939 22.190 15.163
H 14.745 18.728 13.653
```

=====

Computed, not measured: a molecular structure, C40H114F3NaO38 at a distorted geometry, with ωB97M-V/def2-TZVPD.

Results
- total charge = 0
- 2S+1 = 1

Geometry as XYZ:
```
196
C40H114F3NaO38 ωB97M-V/def2-TZVPD
Na -2.851 -4.251 -0.283
C -1.159 -1.342 -0.492
O 0.191 -0.855 -0.766
O -1.151 -2.618 -1.177
C -1.627 -1.324 1.057
F -0.659 -1.454 1.854
F -2.212 -0.146 1.364
F -2.385 -2.298 1.429
C 0.488 0.427 -0.409
C 1.951 0.674 -0.678
H 2.216 0.284 -1.661
H 2.065 1.747 -0.526
H 2.468 0.210 0.162
H 0.127 0.730 0.575
H -0.121 1.131 -0.977
H -1.886 -0.682 -0.967
C -2.036 -4.582 3.783
C -3.359 -4.910 3.000
O -3.063 -5.736 1.936
O -1.696 -5.724 4.500
H -2.205 -3.719 4.426
H -1.147 -4.221 3.266
H -3.831 -4.012 2.601
H -3.988 -5.334 3.783
H -2.598 -6.536 2.192
H -1.942 -5.512 5.403
C -1.927 -5.523 -3.456
C -0.351 -5.743 -3.638
O 0.251 -5.176 -2.407
O -2.404 -5.879 -2.162
H -2.304 -6.123 -4.284
H -2.219 -4.510 -3.733
H -0.037 -5.479 -4.648
H -0.174 -6.807 -3.479
H -0.032 -4.278 -2.223
H -2.251 -6.776 -1.854
C -1.617 0.071 -4.820
C -2.876 -0.793 -4.855
O -3.320 -1.118 -6.130
O -0.445 -0.645 -5.303
H -1.433 0.288 -3.768
H -1.827 0.974 -5.393
H -3.761 -0.231 -4.557
H -2.737 -1.675 -4.229
H -2.801 -1.859 -6.451
H -0.252 -1.452 -4.822
C -0.936 3.920 2.450
C -0.870 4.301 0.958
O -0.580 5.668 0.806
O 0.353 3.489 2.996
H -1.643 3.091 2.405
H -1.457 4.731 2.959
H -1.851 4.068 0.543
H -0.110 3.741 0.414
H -0.778 5.917 -0.100
H 0.430 2.533 3.044
C 0.830 -4.675 0.923
C 1.285 -6.156 1.101
O 0.878 -7.030 -0.016
O 1.693 -4.016 0.029
H 0.764 -4.222 1.912
H -0.157 -4.675 0.461
H 0.687 -6.689 1.839
H 2.337 -6.243 1.369
H 0.633 -6.349 -0.647
H 1.131 -3.498 -0.552
C -6.283 -2.485 -0.290
C -6.163 -2.070 -1.779
O -6.538 -2.972 -2.849
O -5.189 -3.371 -0.161
H -7.230 -2.954 -0.023
H -6.034 -1.782 0.505
H -5.198 -1.617 -2.009
H -6.741 -1.153 -1.896
H -6.469 -3.865 -2.504
H -5.524 -4.175 -0.565
C -5.624 1.861 -0.940
C -6.211 2.486 -2.220
O -7.517 1.868 -2.477
O -6.370 2.256 0.220
H -4.648 2.339 -1.023
H -5.520 0.776 -0.931
H -5.541 2.301 -3.060
H -6.398 3.558 -2.284
H -8.251 2.374 -2.121
H -6.294 3.200 0.380
C 3.124 6.374 -3.077
C 3.865 6.888 -4.380
O 4.324 5.880 -5.237
O 2.132 5.516 -3.549
H 2.596 7.192 -2.587
H 3.869 5.900 -2.438
H 4.807 7.249 -3.968
H 3.434 7.732 -4.919
H 5.081 6.164 -5.755
H 2.575 4.796 -4.004
C -5.478 0.196 2.688
C -4.574 1.507 2.572
O -5.139 2.683 3.238
O -6.838 0.502 2.616
H -5.150 -0.335 3.581
H -5.289 -0.476 1.851
H -4.356 1.732 1.528
H -3.575 1.218 2.898
H -4.740 2.773 4.106
H -6.908 1.059 1.838
C 1.886 0.547 4.350
C 2.742 -0.302 3.439
O 2.118 -1.590 3.414
O 0.662 0.949 3.815
H 2.589 1.293 4.720
H 1.636 -0.094 5.195
H 3.691 -0.347 3.974
H 2.954 0.116 2.455
H 2.432 -2.123 2.680
H 0.437 0.113 3.400
C 2.739 1.689 -5.187
C 3.205 0.791 -6.353
O 2.757 1.379 -7.569
O 1.299 1.849 -5.150
H 3.238 2.646 -5.342
H 3.026 1.208 -4.252
H 2.799 -0.203 -6.167
H 4.287 0.702 -6.253
H 1.829 1.134 -7.553
H 0.932 1.076 -4.714
C 1.212 -4.962 5.188
C 2.730 -4.594 5.328
O 2.732 -3.144 5.833
O 0.953 -5.953 4.202
H 0.784 -4.068 4.734
H 0.773 -5.152 6.167
H 3.208 -4.725 4.357
H 3.251 -5.309 5.964
H 2.358 -2.637 5.109
H 0.007 -5.998 4.047
C 3.568 5.233 1.210
C 4.378 4.818 2.456
O 3.730 3.849 3.243
O 2.324 5.648 1.596
H 3.405 4.482 0.437
H 3.809 6.210 0.791
H 4.389 5.802 2.924
H 5.426 4.556 2.309
H 2.892 4.056 3.662
H 1.701 4.923 1.688
C 4.601 -3.586 1.566
C 5.780 -2.953 2.332
O 6.553 -2.230 1.389
O 3.454 -2.701 1.577
H 4.200 -4.270 2.315
H 4.815 -4.153 0.660
H 6.283 -3.646 3.005
H 5.435 -2.349 3.171
H 5.880 -1.816 0.843
H 2.926 -3.007 0.836
C 6.352 3.241 -1.116
C 6.188 1.990 -0.333
O 5.167 2.129 0.544
O 5.348 3.350 -2.118
H 7.310 3.263 -1.635
H 6.239 4.178 -0.571
H 7.114 1.815 0.215
H 6.039 1.100 -0.944
H 4.364 2.443 0.123
H 5.662 3.308 -3.024
C -2.062 5.779 -2.909
C -2.566 6.734 -1.829
O -3.338 5.915 -0.966
O -0.874 5.091 -2.685
H -1.774 6.364 -3.782
H -2.836 5.028 -3.065
H -3.288 7.451 -2.219
H -1.865 7.312 -1.226
H -3.900 6.522 -0.478
H -0.443 5.067 -3.543
C 4.005 -2.225 -2.375
C 2.601 -2.078 -3.136
O 2.542 -2.131 -4.603
O 4.249 -3.542 -1.924
H 4.016 -1.619 -1.469
H 4.893 -1.901 -2.919
H 2.363 -1.019 -3.034
H 1.703 -2.619 -2.837
H 2.967 -2.901 -4.987
H 5.184 -3.568 -1.711
C -1.911 2.144 5.223
C -1.823 1.000 6.283
O -2.642 -0.104 5.861
O -3.175 2.736 5.322
H -1.891 1.582 4.289
H -1.101 2.869 5.305
H -2.007 1.415 7.274
H -0.771 0.714 6.278
H -3.524 0.266 5.933
H -3.057 3.497 5.896
```

=====

Number 1: highest occupied orbital energy -8.65 eV. Number 2: highest occupied orbital energy -8.83 eV.